[1]
This record from the OMol25 dataset describes a 2-piece molecular cluster, C10H26BNO5 overall. The level of theory is ωB97M-V with the def2-TZVPD basis set.

The calculation puts the frontier orbital gap at 5.95 eV. For the HOMO energy, the calculation gives -6.592 eV.

The geometry in ORCA input format:
```
! RIJCOSX wB97M-V def2-TZVPD def2/J DEFGRID3
* xyz 0 1
C 2.304 -0.216 2.337
C 2.790 -1.618 1.565
O 2.771 -1.491 0.088
C 2.061 -2.967 2.144
O 0.947 -3.482 1.340
B -0.228 -2.595 1.342
C -0.875 -2.277 2.818
C -2.492 -1.911 2.602
O -2.855 -0.580 3.113
C -2.564 0.489 2.143
O -1.403 0.691 1.509
H 1.728 -0.567 3.322
H 3.233 0.390 2.709
H 1.593 0.434 1.671
H 3.944 -1.720 1.854
H 2.312 -0.605 -0.119
H 1.825 -2.779 3.274
H 2.898 -3.819 2.128
H -1.058 -3.139 0.672
H 0.069 -1.616 0.743
H -0.703 -3.138 3.598
H -0.373 -1.260 3.190
H -3.067 -2.745 3.233
H -2.764 -2.016 1.446
H -3.468 1.211 1.855
C -1.085 2.343 -1.407
C 0.126 1.613 -1.978
C 0.831 2.366 -3.121
O 0.052 2.303 -4.323
C -0.897 3.359 -4.462
N -0.341 0.300 -2.533
H -1.953 2.301 -2.069
H -1.390 1.885 -0.463
H -0.849 3.392 -1.209
H 0.835 1.392 -1.176
H 1.770 1.846 -3.343
H 1.093 3.393 -2.850
H -0.590 4.272 -3.942
H -1.863 3.020 -4.085
H -1.019 3.580 -5.525
H -0.975 -0.205 -1.906
H 0.452 -0.311 -2.761
H -0.824 0.479 -3.424
*
```


[2]
This record from the OMol25 dataset describes a 2-piece molecular cluster, H5PSi overall. The level of theory is ωB97M-V with the def2-TZVPD basis set.

The calculation puts the frontier orbital gap (spin up / spin down) at 8.20 / 7.71 eV. For the HOMO energy (spin up / spin down), the calculation gives -9.302 / -8.521 eV. The energy above the lowest of the compared OMol25 structures with the same formula, charge and spin comes out at 3.865 eV.

The geometry in ORCA input format:
```
! RIJCOSX wB97M-V def2-TZVPD def2/J DEFGRID3
* xyz 0 1
Si -0.524 0.056 -0.588
P 1.036 0.285 1.145
H -1.805 0.567 -0.197
H -0.123 1.238 -3.069
H -0.298 -1.318 -0.884
H 1.310 -1.054 1.179
H 0.404 0.226 2.414
*
```


[3]
This record from the OMol25 dataset describes an isolated molecule of C8H8N2. The level of theory is ωB97M-V with the def2-TZVPD basis set.

The calculation puts the frontier orbital gap (spin up / spin down) at 7.96 / 7.18 eV. For the HOMO energy (spin up / spin down), the calculation gives -8.410 / -6.830 eV. The energy above the lowest of the compared OMol25 structures with the same formula, charge and spin comes out at 6.191 eV.

The geometry in ORCA input format:
```
! RIJCOSX wB97M-V def2-TZVPD def2/J DEFGRID3
* xyz 0 1
C -2.719 -0.608 0.271
C -2.650 0.768 0.065
C 0.944 0.209 -0.067
C -0.510 0.107 0.020
C -1.348 -1.039 0.251
C 1.692 -0.877 -0.018
C 2.325 -2.012 -0.186
C 1.744 1.527 -0.126
N -0.789 -2.166 0.129
N -1.366 1.188 -0.033
H -3.522 -1.289 0.310
H -3.479 1.534 -0.121
H 2.677 -2.541 0.800
H 2.433 -2.463 -1.126
H 1.349 2.131 -1.007
H 2.821 1.247 0.056
H 1.512 2.163 0.719
H -1.114 2.122 0.064
*
```


[4]
This record from the OMol25 dataset describes a 3-piece molecular cluster, H5O2S overall. The level of theory is ωB97M-V with the def2-TZVPD basis set.

The calculation puts the frontier orbital gap at 7.29 eV. For the HOMO energy, the calculation gives -3.158 eV. The energy above the lowest of the compared OMol25 structures with the same formula, charge and spin comes out at 0.271 eV.

The geometry in ORCA input format:
```
! RIJCOSX wB97M-V def2-TZVPD def2/J DEFGRID3
* xyz -1 1
S -0.950 -0.271 -0.381
H -1.120 0.630 -1.364
H 0.196 1.780 -0.133
H 0.452 3.276 -0.541
O 0.872 2.478 -0.215
H 0.933 -2.440 0.931
H -0.507 -2.548 0.546
O 0.125 -2.905 1.156
*
```


[5]
This record from the OMol25 dataset describes C4H8N2OS as an isolated structure. The level of theory is ωB97M-V with the def2-TZVPD basis set.

The calculation puts the frontier orbital gap (spin up / spin down) at 7.55 / 7.55 eV. For the HOMO energy (spin up / spin down), the calculation gives -9.165 / -9.165 eV. The energy above the lowest of the compared OMol25 structures with the same formula, charge and spin comes out at 7.384 eV.

The geometry in ORCA input format:
```
! RIJCOSX wB97M-V def2-TZVPD def2/J DEFGRID3
* xyz 0 1
C -1.757 1.124 -0.887
C 1.234 -0.785 -0.585
C -1.673 2.406 -0.189
C 1.790 -1.552 0.554
N 0.800 0.551 -0.262
N -0.222 -1.290 -0.813
O -1.365 -0.353 1.394
S -0.798 -0.001 0.051
H 1.887 -0.686 -1.412
H -2.313 3.107 -0.682
H -0.694 2.829 -0.106
H -2.111 2.269 0.828
H 2.106 -2.619 0.302
H 0.844 -1.669 1.177
H 2.642 -1.085 1.103
H -0.368 -2.248 -0.473
*
```


[6]
This record from the OMol25 dataset describes an isolated molecule of C4H5BrF2O2. The level of theory is ωB97M-V with the def2-TZVPD basis set.

Its SMILES is CC(=O)O[C@@](F)(Br)CF. The calculation puts the frontier orbital gap at 11.21 eV. For the HOMO energy, the calculation gives -10.582 eV. The energy above the lowest of the compared OMol25 structures with the same formula, charge and spin comes out at 0.633 eV.

The geometry in ORCA input format:
```
! RIJCOSX wB97M-V def2-TZVPD def2/J DEFGRID3
* xyz 0 1
C 0.583 1.539 -1.759
C -0.054 0.169 -1.511
O -0.561 -0.366 -2.402
O 0.203 -0.140 -0.203
C -0.303 -1.165 0.700
F -1.500 -1.442 0.255
Br 0.647 -2.800 0.803
C -0.354 -0.475 2.053
F 0.857 -0.052 2.448
H 0.532 1.838 -2.712
H 0.010 2.197 -1.077
H 1.620 1.584 -1.473
H -0.645 -1.269 2.763
H -1.035 0.382 2.114
*
```


[7]
This record from the OMol25 dataset describes a 2-piece molecular cluster, C4H12NO overall. The level of theory is ωB97M-V with the def2-TZVPD basis set.

The calculation puts the frontier orbital gap at 12.45 eV. For the HOMO energy, the calculation gives -15.681 eV. The energy above the lowest of the compared OMol25 structures with the same formula, charge and spin comes out at 1.906 eV.

The geometry in ORCA input format:
```
! RIJCOSX wB97M-V def2-TZVPD def2/J DEFGRID3
* xyz 1 1
C -0.543 0.542 -1.059
N -0.766 0.329 0.378
C 0.398 1.117 1.076
C 1.557 0.593 0.141
C 0.957 0.197 -1.304
H -1.329 -0.044 -1.607
H -0.771 1.665 -1.192
H -0.855 -0.670 0.688
H -1.675 0.832 0.661
H 0.846 1.140 2.135
H 0.071 2.255 0.868
H 2.559 1.223 0.170
H 1.702 -0.457 0.555
H 1.137 -0.917 -1.373
H 1.247 0.512 -2.304
H -1.066 -3.360 0.792
H -2.141 -2.511 0.419
O -1.329 -2.444 0.957
*
```


E_tot in eV, matching the order above: -23188.48513, -17242.48751, -11400.43183, -15012.84879, -20133.45052, -83800.48569, -7872.38523